Entry 1:
{
  "formula": "C2BrF3O3S",
  "method": "ωB97M-V/def2-TZVPD",
  "multiplicity": 1,
  "lumo_energy_ev": -0.544,
  "smiles": "O=C(Br)C(F)(F)S(=O)(=O)F",
  "relative_energy_kcal_mol": 0.0,
  "e_tot_ev": -97244.7705,
  "charge": 0,
  "species": ["O", "C", "Br", "C", "F", "F", "S", "O", "O", "F"],
  "positions_angstrom": [[1.0473, 1.6565, -1.1999], [1.0169, 0.8528, -0.3568], [2.4730, -0.2866, 0.0628], [-0.1247, 0.6771, 0.6195], [0.2225, 0.6796, 1.8720], [-1.1656, 1.4504, 0.4811], [-0.6281, -1.0733, -0.2165], [-0.1489, -0.9417, -1.5598], [-0.4934, -2.1934, 0.6595], [-2.1989, -0.8213, -0.3619]]
}

***

Entry 2:
{
  "formula": "C57H60GeNO4P2Pd",
  "method": "ωB97M-V/def2-TZVPD",
  "multiplicity": 1,
  "lumo_energy_ev": [-4.429, -4.434],
  "e_tot_ev": -148331.4528,
  "charge": 1,
  "species": ["Pd", "C", "C", "C", "C", "C", "O", "C", "N", "C", "C", "C", "C", "C", "C", "P", "C", "C", "C", "C", "C", "C", "C", "C", "C", "C", "C", "C", "H", "H", "H", "H", "H", "H", "H", "H", "H", "H", "H", "H", "H", "H", "H", "H", "H", "H", "H", "H", "H", "H", "H", "H", "C", "C", "C", "C", "C", "C", "C", "C", "C", "C", "C", "C", "C", "C", "C", "H", "H", "H", "H", "H", "H", "H", "H", "H", "H", "Ge", "C", "C", "C", "C", "C", "C", "C", "C", "C", "C", "C", "C", "H", "H", "H", "H", "H", "H", "H", "H", "H", "H", "H", "C", "C", "O", "P", "O", "C", "C", "O", "C", "C", "H", "H", "H", "H", "H", "H", "H", "H", "H", "H", "H", "H", "H", "H", "H"],
  "positions_angstrom": [[-0.1773, -0.0655, 0.1286], [2.2116, 0.1716, -3.6822], [1.8580, 0.6540, -2.2778], [2.1629, 2.1422, -2.1145], [2.5815, -0.2125, -1.2316], [4.0639, 0.1254, -1.0230], [4.1556, 0.4755, 0.3649], [2.9429, 0.3367, 0.9213], [2.0109, -0.0557, 0.1335], [2.9165, 0.6234, 2.3699], [4.1638, 0.8998, 2.9476], [4.2951, 1.1506, 4.2990], [3.1756, 1.1281, 5.1145], [1.9323, 0.8924, 4.5568], [1.7752, 0.6397, 3.1912], [0.0695, 0.3214, 2.6296], [-0.2826, -1.3654, 3.2253], [0.6361, -2.1803, 3.8760], [0.2740, -3.4696, 4.2473], [-1.0031, -3.9415, 3.9941], [-1.9259, -3.1322, 3.3433], [-1.5572, -1.8630, 2.9386], [-0.9063, 1.3870, 3.7423], [-1.8712, 0.8937, 4.6178], [-2.5784, 1.7658, 5.4344], [-2.3347, 3.1301, 5.3817], [-1.3823, 3.6270, 4.5021], [-0.6759, 2.7641, 3.6808], [1.6753, 0.7606, -4.4266], [1.9487, -0.8788, -3.8151], [3.2833, 0.2806, -3.8689], [0.7834, 0.5027, -2.1252], [3.1650, 2.3846, -2.4723], [2.0769, 2.4469, -1.0701], [1.4527, 2.7379, -2.6899], [2.4692, -1.2535, -1.5222], [4.4061, 0.9764, -1.6093], [4.7188, -0.7245, -1.2099], [5.0393, 0.9060, 2.3165], [5.2709, 1.3616, 4.7150], [3.2695, 1.2891, 6.1803], [1.0569, 0.8932, 5.1919], [1.6308, -1.8152, 4.0976], [0.9926, -4.1081, 4.7440], [-1.2791, -4.9448, 4.2894], [-2.9244, -3.5021, 3.1470], [-2.2507, -1.2357, 2.3891], [-2.0610, -0.1690, 4.6782], [-3.3195, 1.3710, 6.1172], [-2.8762, 3.8002, 6.0362], [-1.1869, 4.6910, 4.4526], [0.0651, 3.1523, 2.9943], [-0.1846, 1.9509, 0.3888], [-0.1635, 3.1846, 0.4181], [-0.0625, 4.5563, 0.4224], [-1.0586, 5.2997, -0.3310], [-2.3534, 4.7799, -0.4740], [-3.3084, 5.4538, -1.2069], [-2.9932, 6.6533, -1.8355], [-1.7068, 7.1653, -1.7296], [-0.7495, 6.5010, -0.9871], [1.0327, 5.1554, 1.1539], [2.1259, 4.3705, 1.5640], [3.1692, 4.9188, 2.2781], [3.1575, 6.2705, 2.6070], [2.0755, 7.0582, 2.2360], [1.0225, 6.5110, 1.5300], [-2.5996, 3.8436, 0.0111], [-4.3081, 5.0485, -1.2967], [-3.7389, 7.1748, -2.4200], [-1.4470, 8.0828, -2.2402], [0.2603, 6.8860, -0.9547], [2.1512, 3.3192, 1.3007], [4.0000, 4.2969, 2.5841], [3.9807, 6.7007, 3.1610], [2.0485, 8.1037, 2.5119], [0.1643, 7.1241, 1.2967], [-0.1571, -2.4321, -0.3136], [1.4736, -3.2575, -1.0852], [2.5484, -3.5935, -0.2631], [3.6681, -4.2313, -0.7777], [3.7348, -4.5359, -2.1306], [2.6758, -4.2013, -2.9623], [1.5557, -3.5693, -2.4409], [-1.5431, -3.3300, -1.3935], [-1.9982, -2.8069, -2.6019], [-2.9279, -3.4946, -3.3688], [-3.4160, -4.7189, -2.9348], [-2.9613, -5.2594, -1.7396], [-2.0288, -4.5684, -0.9784], [-0.2302, -3.2940, 0.9695], [2.4948, -3.3628, 0.7969], [4.4873, -4.4985, -0.1216], [4.6046, -5.0390, -2.5323], [2.7164, -4.4394, -4.0179], [0.7213, -3.3360, -3.0934], [-1.6330, -1.8410, -2.9376], [-3.2739, -3.0792, -4.3077], [-4.1472, -5.2522, -3.5284], [-3.3314, -6.2180, -1.3989], [-1.6656, -4.9892, -0.0467], [-5.5814, -1.6110, -0.5473], [-4.1186, -1.6483, -0.1562], [-3.3924, -0.7500, -1.0085], [-2.2626, 0.3083, -0.6231], [-3.0982, 1.4755, 0.0993], [-3.6150, 1.5082, 1.4365], [-4.9355, 2.2522, 1.4035], [-1.9886, 0.9842, -2.0271], [-3.0118, 1.6308, -2.8290], [-3.6202, 0.6694, -3.8305], [-6.1583, -2.2415, 0.1289], [-5.7063, -1.9845, -1.5629], [-5.9662, -0.5916, -0.5009], [-3.7031, -2.6459, -0.2972], [-3.9991, -1.3682, 0.8932], [-2.8878, 2.0142, 2.0749], [-3.7621, 0.4969, 1.8233], [-4.7814, 3.2819, 1.0798], [-5.3944, 2.2611, 2.3914], [-5.6109, 1.7650, 0.6997], [-2.4973, 2.4477, -3.3345], [-3.7687, 2.0531, -2.1681], [-2.8513, 0.2850, -4.5008], [-4.3764, 1.1854, -4.4222], [-4.0765, -0.1712, -3.3136]]
}

***

- Which formula does entry 2 have?
  C57H60GeNO4P2Pd